Density functional theory data (ωB97M-V/def2-TZVPD) for 3 unconnected molecules or ions with the total composition C5H17NO2.

The geometry in ORCA input format:
```
! wB97M-V def2-TZVPD RIJCOSX def2/J DEFGRID3
* xyz 0 1
C 2.827 -1.465 0.758
C 1.311 -1.727 0.492
C 1.067 -2.140 -0.964
C 0.439 -0.613 1.060
C -1.039 -1.046 1.021
N 0.502 0.618 0.257
H 3.454 -1.591 -0.130
H 3.185 -2.184 1.487
H 2.990 -0.440 1.094
H 1.143 -2.688 0.991
H 0.002 -2.278 -1.172
H 1.478 -1.425 -1.686
H 1.541 -3.069 -1.177
H 0.821 -0.373 2.051
H -1.581 -0.687 1.915
H -1.613 -0.428 0.328
H -1.238 -2.106 0.929
H 1.448 1.002 0.306
H 0.373 0.518 -0.744
O -5.734 3.517 -2.539
H -5.294 3.508 -3.396
H -5.039 3.328 -1.902
O -0.203 3.836 0.008
H -0.337 4.725 0.340
H -0.503 3.207 0.673
*
```

## Properties
Relative energy (zero: lowest compared OMol25 entry of this formula, charge and spin) (kcal/mol): 18.89
Max |F| (eV Å⁻¹): 2.1
Total energy (eV): -11045.4375
Lowest unoccupied orbital energy (eV): 0.7

These are the natural (NBO) partial charges, in e, on atoms 1 to 6: -0.6133, -0.2270, -0.6117, -0.0513, -0.6347, -0.8492

Density functional theory data (ωB97M-V/def2-TZVPD) for 4 unconnected molecules or ions with the total composition C5H17NO2.

The geometry in ORCA input format:
```
! wB97M-V def2-TZVPD RIJCOSX def2/J DEFGRID3
* xyz 0 1
C 2.024 1.247 0.907
C 0.893 0.895 -0.012
N 0.824 -0.242 -1.060
C -0.550 -0.455 -1.374
C -1.291 0.656 -2.115
C 1.408 -1.323 -0.157
H 1.527 1.108 1.792
H 2.220 2.242 0.594
H 3.014 0.664 0.994
H -0.112 0.624 0.527
H 0.765 1.827 -0.747
H -0.777 -1.474 -1.854
H -1.112 -0.506 -0.442
H -1.064 0.823 -3.108
H -2.199 0.080 -2.423
H -1.307 1.747 -1.662
H 2.533 -1.230 -0.182
H 0.945 -1.298 0.862
H 1.352 -2.207 -0.707
H -3.336 0.357 1.123
H -3.245 -1.329 -0.811
O -2.408 0.060 1.103
H -0.591 -0.810 2.115
H -2.555 -0.579 0.289
O 0.316 -0.618 2.343
*
```

## Properties
Relative energy (zero: lowest compared OMol25 entry of this formula, charge and spin) (kcal/mol): 277.35
Max |F| (eV Å⁻¹): 5.9
Total energy (eV): -11034.2297
Lowest unoccupied orbital energy (eV): -4.5

These are the natural (NBO) partial charges, in e, on atoms 1 to 6: -0.6654, -0.2571, -0.2088, -0.2922, -0.6501, -0.4332

Density functional theory data (ωB97M-V/def2-TZVPD) for 4 unconnected molecules or ions with the total composition C5H17NO5.

The geometry in ORCA input format:
```
! wB97M-V def2-TZVPD RIJCOSX def2/J DEFGRID3
* xyz 1 2
C -1.477 0.493 -1.231
N -0.927 0.008 0.034
C 0.462 -0.081 0.229
C 0.720 0.143 1.719
O 1.944 0.832 2.081
C 0.897 -1.414 -0.336
O 0.470 -2.488 0.005
C -3.018 0.574 -1.168
H -0.901 1.587 -1.474
H -1.301 -0.095 -2.130
H -1.521 -0.712 0.512
H 1.016 0.706 -0.375
H 0.876 -0.742 2.358
H -0.221 0.692 2.175
H 1.789 1.623 2.510
H 1.783 -1.367 -1.030
H -3.389 -0.163 -1.991
H -3.523 0.244 -0.232
H -3.505 1.531 -1.451
H 0.683 2.279 -1.852
H 0.184 2.253 -3.255
O 0.823 1.646 -2.661
H -1.915 -2.121 2.155
H -1.455 -3.258 1.190
O -2.116 -2.636 1.486
H 2.606 2.855 0.387
H 2.553 1.290 0.586
O 2.282 2.027 -0.111
*
```

## Properties
Relative energy (zero: lowest compared OMol25 entry of this formula, charge and spin) (kcal/mol): 67.77
Max |F| (eV Å⁻¹): 7.0
Total energy (eV): -17176.5736
Lowest unoccupied orbital energy (spin up / spin down) (eV): -3.8 / -7.6

These are the natural (NBO) partial charges, in e, on atoms 1 to 6: -0.2872, -0.1674, -0.3052, -0.0812, -0.7054, 0.4402

Density functional theory data (ωB97M-V/def2-TZVPD) for 3 unconnected molecules or ions with the total composition C5H18N2O2S.

The geometry in ORCA input format:
```
! wB97M-V def2-TZVPD RIJCOSX def2/J DEFGRID3
* xyz 0 1
C -1.638 -1.164 0.680
C -1.108 -0.110 -0.373
C 0.231 -0.669 -0.927
C 1.345 -0.740 0.069
S 2.325 -2.292 0.103
N -0.830 1.188 0.204
C -2.017 2.043 0.510
N -2.424 1.989 1.920
H -1.541 -2.216 0.435
H -2.624 -0.913 1.084
H -0.926 -0.984 1.505
H -1.821 -0.078 -1.185
H 0.030 -1.661 -1.313
H 0.527 -0.070 -1.789
H 1.172 -0.424 1.112
H 1.986 0.140 -0.061
H 1.913 -2.850 -1.067
H -0.182 1.131 0.969
H -1.645 3.030 0.282
H -2.871 1.726 -0.083
H -2.479 1.002 2.160
H -1.692 2.313 2.542
O 2.470 1.684 1.786
H 2.588 2.073 0.903
H 2.058 2.320 2.362
O -0.959 -0.061 -3.730
H -0.011 -0.136 -3.639
H -1.338 0.813 -3.895
*
```

## Properties
Relative energy (zero: lowest compared OMol25 entry of this formula, charge and spin) (kcal/mol): 27.47
Max |F| (eV Å⁻¹): 2.3
Total energy (eV): -23386.2045
Lowest unoccupied orbital energy (eV): 0.4

These are the natural (NBO) partial charges, in e, on atoms 1 to 6: -0.6475, -0.0298, -0.4107, -0.5389, -0.0431, -0.6735

Density functional theory data (ωB97M-V/def2-TZVPD) for 4 unconnected molecules or ions with the total composition C5H18N2O4.

The geometry in ORCA input format:
```
! wB97M-V def2-TZVPD RIJCOSX def2/J DEFGRID3
* xyz 0 1
C 0.761 -0.050 -1.639
N 1.912 -0.700 -0.989
C 2.334 -0.004 0.218
C 1.713 -0.328 1.542
N 0.248 -0.200 1.610
C -0.236 1.163 1.760
C -0.485 -1.303 1.943
O -0.003 -2.348 2.335
H 0.240 -0.790 -2.237
H 0.187 0.565 -0.943
H 1.113 0.716 -2.342
H 1.598 -1.624 -0.724
H 2.449 1.068 0.032
H 3.420 -0.162 0.285
H 2.182 0.262 2.336
H 1.865 -1.348 1.887
H -1.217 1.207 2.228
H 0.498 1.775 2.275
H -0.336 1.643 0.795
H -1.557 -1.219 1.742
O -2.593 0.558 -1.712
H -2.029 -0.237 -1.621
H -3.374 0.210 -1.264
O -1.370 2.996 -1.249
H -1.728 2.091 -1.342
H -0.445 3.032 -1.507
O -1.791 -1.926 -1.003
H -2.240 -2.477 -1.665
H -1.116 -2.572 -0.752
*
```

## Properties
Relative energy (zero: lowest compared OMol25 entry of this formula, charge and spin) (kcal/mol): 44.98
Max |F| (eV Å⁻¹): 2.2
Total energy (eV): -16646.4960
Lowest unoccupied orbital energy (eV): 0.1

These are the natural (NBO) partial charges, in e, on atoms 1 to 6: -0.4239, -0.6126, -0.2549, -0.2591, -0.4501, -0.4146

Density functional theory data (ωB97M-V/def2-TZVPD) for 3 unconnected molecules or ions with the total composition C5H18NO2.

The geometry in ORCA input format:
```
! wB97M-V def2-TZVPD RIJCOSX def2/J DEFGRID3
* xyz 1 1
C -0.256 -1.293 -2.111
C -0.443 0.060 -1.491
C -0.816 0.103 -0.065
C -2.060 -0.729 0.010
C 0.219 -0.427 0.963
N 1.034 0.774 -1.695
H -1.339 -1.656 -2.457
H 0.211 -2.180 -1.496
H 0.308 -1.283 -3.006
H -1.078 0.646 -2.128
H -1.015 1.281 0.140
H -2.612 -0.358 0.924
H -1.873 -1.772 0.346
H -2.643 -0.534 -0.863
H 1.302 -0.228 0.898
H 0.143 -1.431 1.407
H 0.065 0.193 2.010
H 1.756 0.224 -1.169
H 1.032 1.761 -1.323
H 1.262 0.850 -2.708
H 4.102 1.349 -0.618
H 3.174 1.323 0.647
O 3.258 1.312 -0.249
H -2.473 -0.246 3.998
H -1.093 -0.186 4.701
O -1.549 0.006 3.839
*
```

## Properties
Relative energy (zero: lowest compared OMol25 entry of this formula, charge and spin) (kcal/mol): 46.96
Max |F| (eV Å⁻¹): 4.6
Total energy (eV): -11054.5432
Lowest unoccupied orbital energy (eV): -3.0

These are the natural (NBO) partial charges, in e, on atoms 1 to 6: -0.6791, 0.0176, -0.2598, -0.6229, -0.6860, -0.7393

Density functional theory data (ωB97M-V/def2-TZVPD) for 3 unconnected molecules or ions with the total composition C5H18NO2.

The geometry in ORCA input format:
```
! wB97M-V def2-TZVPD RIJCOSX def2/J DEFGRID3
* xyz 1 1
C -0.049 1.478 -1.004
C 0.348 0.342 -0.033
C -0.719 -0.655 0.346
C -1.882 0.067 1.044
C -1.337 -1.521 -0.760
N 1.448 -0.548 -0.854
H -1.133 1.513 -1.078
H 0.326 1.279 -2.017
H 0.204 2.462 -0.626
H 1.023 0.693 0.721
H -0.319 -1.385 1.075
H -1.810 0.186 2.138
H -2.841 -0.388 0.782
H -1.896 1.128 0.743
H -1.717 -2.427 -0.293
H -0.590 -1.823 -1.499
H -2.138 -1.066 -1.315
H 1.019 -0.867 -1.715
H 1.818 -1.332 -0.316
H 2.316 -0.063 -1.081
H 4.014 -2.029 -2.254
H 2.927 -3.195 -2.560
O 3.142 -2.381 -2.110
H -0.015 3.284 4.319
H -1.216 4.043 4.354
O -0.922 3.204 3.991
*
```

## Properties
Relative energy (zero: lowest compared OMol25 entry of this formula, charge and spin) (kcal/mol): 24.44
Max |F| (eV Å⁻¹): 3.2
Total energy (eV): -11055.5199
Lowest unoccupied orbital energy (eV): -3.1

These are the natural (NBO) partial charges, in e, on atoms 1 to 6: -0.6631, 0.0345, -0.2778, -0.6129, -0.6020, -0.7021

Density functional theory data (ωB97M-V/def2-TZVPD) for 4 unconnected molecules or ions with the total composition C5H18NO4.

The geometry in ORCA input format:
```
! wB97M-V def2-TZVPD RIJCOSX def2/J DEFGRID3
* xyz -1 1
C 0.382 -1.446 0.337
N -1.063 -1.738 0.412
C -1.472 -2.672 -0.644
C -1.809 0.358 -0.926
C -1.859 -0.514 0.360
C -1.532 0.391 1.577
O -0.782 1.584 1.394
H 0.916 -2.168 -0.246
H 0.752 -1.511 1.351
H 0.582 -0.520 -0.197
H -0.842 -2.528 -1.538
H -1.215 -3.677 -0.300
H -2.511 -2.618 -0.922
H -1.941 1.399 -0.652
H -0.778 0.424 -1.290
H -2.394 -0.047 -1.760
H -2.920 -0.776 0.363
H -2.482 0.671 2.041
H -0.998 -0.200 2.324
H 1.309 2.458 -0.588
H -0.167 1.487 0.590
O 1.023 1.537 -0.480
H 2.563 0.912 -1.439
H 2.007 0.898 -2.819
O 2.859 0.803 -2.386
H 2.558 0.733 1.621
H 2.512 1.515 0.312
O 3.138 1.180 1.003
*
```

## Properties
Relative energy (zero: lowest compared OMol25 entry of this formula, charge and spin) (kcal/mol): 10.51
Max |F| (eV Å⁻¹): 1.8
Total energy (eV): -15157.2597
Lowest unoccupied orbital energy (eV): 3.5

These are the natural (NBO) partial charges, in e, on atoms 1 to 6: -0.4543, -0.4551, -0.4099, -0.6919, -0.0634, -0.0675

Density functional theory data (ωB97M-V/def2-TZVPD) for 5 unconnected molecules or ions with the total composition C5H18NO6.

The geometry in ORCA input format:
```
! wB97M-V def2-TZVPD RIJCOSX def2/J DEFGRID3
* xyz -1 1
C 0.647 1.037 -1.540
C 0.070 0.252 -0.360
C 0.182 -1.293 -0.608
C 1.592 -1.786 -0.296
N -1.317 0.569 -0.112
C -1.671 1.458 0.970
O -2.857 1.793 1.012
O -0.745 1.714 1.796
H 0.657 2.117 -1.301
H 0.016 0.930 -2.466
H 1.708 0.718 -1.754
H 0.627 0.521 0.588
H -0.133 -1.551 -1.611
H -0.489 -1.741 0.070
H 2.329 -1.275 -0.850
H 1.695 -2.890 -0.447
H 1.784 -1.622 0.847
H -1.970 0.581 -0.960
H 1.255 -0.850 -3.014
H 1.757 -2.292 -2.970
O 1.659 -1.547 -3.571
H -0.979 -1.112 2.649
H -0.196 0.249 2.410
O -0.096 -0.693 2.820
H 1.605 3.354 1.880
H 0.624 2.535 1.194
O 1.375 3.118 0.986
H -2.481 -0.874 1.030
H -3.551 -0.281 1.933
O -3.099 -1.140 1.675
*
```

## Properties
Relative energy (zero: lowest compared OMol25 entry of this formula, charge and spin) (kcal/mol): 11.16
Max |F| (eV Å⁻¹): 3.0
Total energy (eV): -19255.2936
Lowest unoccupied orbital energy (eV): 3.3

These are the natural (NBO) partial charges, in e, on atoms 1 to 6: -0.6425, -0.0680, -0.4124, -0.6289, -0.7364, 0.8933

Density functional theory data (ωB97M-V/def2-TZVPD) for 5 unconnected molecules or ions with the total composition C5H19NO5.

The geometry in ORCA input format:
```
! wB97M-V def2-TZVPD RIJCOSX def2/J DEFGRID3
* xyz 0 1
C -0.444 0.272 2.663
C -0.304 -0.357 1.279
N -1.594 -0.512 0.611
C -1.534 -1.053 -0.735
C -2.992 -0.976 -1.284
C -0.918 -2.397 -0.983
O -0.094 -2.881 -0.254
H -1.185 1.070 2.720
H -0.826 -0.444 3.380
H 0.481 0.735 3.005
H 0.367 0.237 0.662
H 0.264 -1.261 1.514
H -2.221 -1.000 1.241
H -1.062 -0.301 -1.371
H -3.164 0.045 -1.596
H -3.744 -1.139 -0.510
H -3.154 -1.653 -2.116
H -1.353 -2.887 -1.878
O 1.862 -0.356 -1.382
H 1.456 -1.148 -1.010
H 2.738 -0.349 -0.940
O 2.094 2.855 0.308
H 1.407 2.561 -0.342
H 2.144 3.814 0.295
O 3.808 0.627 0.183
H 3.564 0.409 1.094
H 3.580 1.570 0.189
O 0.354 1.898 -1.608
H -0.365 1.473 -1.128
H 0.835 1.146 -2.007
*
```

## Properties
Relative energy (zero: lowest compared OMol25 entry of this formula, charge and spin) (kcal/mol): 17.66
Max |F| (eV Å⁻¹): 2.5
Total energy (eV): -17220.4949
Lowest unoccupied orbital energy (eV): 0.5

These are the natural (NBO) partial charges, in e, on atoms 1 to 6: -0.6163, -0.2371, -0.6259, -0.1734, -0.5960, 0.4365

Density functional theory data (ωB97M-V/def2-TZVPD) for a molecular structure, C5H20AgN6O6.

The geometry in ORCA input format:
```
! wB97M-V def2-TZVPD RIJCOSX def2/J DEFGRID3
* xyz -1 1
Ag 5.465 -12.941 26.651
O 8.360 -12.456 23.960
H 8.722 -13.263 23.546
O 7.893 -13.566 29.857
H 7.221 -14.076 30.350
C 4.781 -17.995 27.432
C 3.261 -17.900 27.198
O 2.886 -16.512 27.102
H 5.146 -19.011 27.586
H 4.906 -17.515 28.403
H 5.413 -17.364 26.808
H 2.694 -18.540 27.874
H 3.033 -18.425 26.271
H 2.090 -16.433 26.571
C 4.133 -15.386 21.213
O 3.541 -14.322 21.348
N 3.502 -16.512 21.032
N 5.461 -15.497 21.303
H 2.514 -16.514 20.823
H 4.168 -17.226 20.774
H 6.062 -16.270 21.056
H 5.916 -14.666 21.653
C -0.394 -10.679 25.680
O 0.761 -10.451 25.785
N -0.802 -11.210 24.622
N -1.370 -10.452 26.606
H -0.079 -11.402 23.943
H -1.708 -11.629 24.472
H -1.149 -9.739 27.287
H -2.304 -10.655 26.278
C 3.256 -10.799 32.177
O 2.192 -10.267 32.341
N 4.149 -10.411 31.289
N 3.611 -11.888 32.844
H 4.044 -9.489 30.892
H 5.028 -10.909 31.297
H 4.535 -12.292 32.780
H 2.993 -12.105 33.613
*
```

## Properties
Relative energy (zero: lowest compared OMol25 entry of this formula, charge and spin) (kcal/mol): 170.26
Max |F| (eV Å⁻¹): 8.3
Total energy (eV): -30730.2327
Lowest unoccupied orbital energy (eV): 0.7

These are the natural (NBO) partial charges, in e, on atoms 1 to 6: 0.7322, -1.2430, 0.3850, -1.2511, 0.3788, -0.6405

Density functional theory data (ωB97M-V/def2-TZVPD) for 5 unconnected molecules or ions with the total composition C5H20N10O5.

The geometry in ORCA input format:
```
! wB97M-V def2-TZVPD RIJCOSX def2/J DEFGRID3
* xyz 0 1
N -1.275 3.665 -2.786
C -0.197 4.096 -2.044
N 0.807 4.602 -2.805
O -0.118 4.052 -0.827
H -1.395 4.042 -3.711
H -2.162 3.342 -2.432
H 1.507 5.017 -2.212
H 0.848 4.546 -3.802
N -3.387 3.269 -0.287
C -3.961 2.104 -0.769
N -4.271 2.246 -2.083
O -4.030 1.072 -0.130
H -2.891 3.100 0.572
H -3.862 4.094 -0.603
H -4.762 1.445 -2.452
H -4.234 3.124 -2.560
N -0.542 0.698 -1.581
C -0.578 -0.174 -0.531
N 0.639 -0.788 -0.361
O -1.543 -0.508 0.134
H -1.349 1.271 -1.752
H 0.309 0.840 -2.081
H 1.391 -0.698 -1.013
H 0.648 -1.505 0.342
N 0.240 -7.000 2.382
C 0.072 -5.948 1.532
N 0.722 -4.831 1.933
O -0.625 -6.043 0.523
H -0.117 -7.900 2.126
H 0.812 -6.844 3.188
H 0.859 -4.782 2.928
H 0.648 -3.924 1.515
N 3.585 -1.555 3.147
C 4.485 -0.713 2.587
N 3.979 0.078 1.607
O 5.668 -0.710 2.912
H 3.915 -2.286 3.749
H 2.609 -1.324 3.117
H 4.461 0.922 1.360
H 3.094 -0.094 1.165
*
```

## Properties
Relative energy (zero: lowest compared OMol25 entry of this formula, charge and spin) (kcal/mol): 44.56
Max |F| (eV Å⁻¹): 2.7
Total energy (eV): -30651.7283
Lowest unoccupied orbital energy (eV): 0.2

These are the natural (NBO) partial charges, in e, on atoms 1 to 6: -0.8731, 0.7716, -0.8561, -0.6460, 0.3761, 0.4087